The following is a quantum chemistry calculation of a cluster of 2 separate species, H4N3P in total, from OMol25.

Its orbital gap is 8.5 eV. The HOMO energy comes out at -8.310 eV. The spin multiplicity is 1.

Structure (XYZ):
```
8
H4N3P, DFT ωB97M-V/def2-TZVPD
N 1.2973 1.1539 0.7140
N 1.5847 0.1533 0.2988
N -1.5778 0.2779 -0.2438
P 2.4277 -0.9151 -0.5034
H -1.8312 1.0268 -0.9323
H -2.5451 -0.1782 0.1080
H 1.7717 -2.0420 -0.1233
H -1.1274 0.5234 0.6819
```

The following is a quantum chemistry calculation of a cluster of 2 separate species, C3H12N2OS in total, from OMol25.

Its orbital gap is 9.7 eV. The HOMO energy comes out at -9.027 eV. The spin multiplicity is 1.

Structure (XYZ):
```
19
C3H12N2OS, DFT ωB97M-V/def2-TZVPD
N -0.1347 0.6844 1.5140
C 0.6543 0.0238 0.5092
C 2.2268 0.1957 0.6161
S 2.8235 -0.7233 1.9956
C 0.1550 0.7351 -0.7796
N -0.9234 0.0673 -1.4758
H -0.0666 0.4707 2.5492
H -1.0834 0.5698 1.0337
H 0.3891 -1.0055 0.5282
H 2.3032 1.2180 0.9405
H 2.7942 -0.0874 -0.2764
H 4.1691 -0.7242 1.7492
H -0.0531 1.7909 -0.5622
H 1.0129 0.6504 -1.3790
H -0.8727 0.1887 -2.5024
H -0.7105 -0.9225 -1.4035
H -4.2501 -0.3467 -1.4754
H -3.8757 -1.7346 -0.7131
O -4.5579 -1.0507 -0.8683
```

The following is a quantum chemistry calculation of a structure of composition C23H27EuN9PS4, from OMol25.

Its orbital gap (alpha / beta) is 4.5 / 4.8 eV. The HOMO energy (alpha / beta) comes out at -2.462 / -2.767 eV. The spin multiplicity is 8. The total charge is -1.

Structure (XYZ):
```
65
C23H27EuN9PS4, DFT ωB97M-V/def2-TZVPD
Eu -12.3885 5.4546 14.3206
N -11.9640 7.6510 15.8657
N -12.9197 8.6888 15.9171
C -13.4299 9.0553 17.0966
N -14.5106 9.8802 17.0645
S -12.7381 8.5680 18.5333
H -11.8559 7.3123 16.8204
H -11.0738 8.0831 15.6366
H -13.5406 8.6755 15.1169
H -15.0426 9.9665 16.2126
H -14.9382 10.0974 17.9457
N -10.0920 4.0073 16.4436
P -9.8078 4.9914 15.0361
C -8.1842 4.4072 14.4724
C -7.7032 5.0059 13.3137
C -6.4407 4.7166 12.8356
C -5.6425 3.7980 13.4986
C -6.1250 3.1675 14.6365
C -7.3841 3.4779 15.1235
C -9.0106 6.4400 16.0429
C -8.9730 7.5953 15.2640
C -8.6288 8.8243 15.7959
C -8.3234 8.9194 17.1502
C -8.3617 7.7798 17.9427
C -8.7049 6.5472 17.3931
C -11.2673 3.9794 17.1241
C -11.4176 3.0830 18.2076
C -12.5558 3.1406 18.9648
C -13.5440 4.0767 18.6457
C -13.3380 4.8798 17.5487
N -12.2417 4.8274 16.7881
H -9.5868 3.1339 16.4899
H -8.3425 5.6981 12.7711
H -6.0733 5.1981 11.9323
H -4.6433 3.5726 13.1420
H -5.5119 2.4407 15.1545
H -7.7206 2.9821 16.0243
H -9.2556 7.5269 14.2167
H -8.6071 9.7155 15.1755
H -8.0649 9.8801 17.5835
H -8.1332 7.8620 19.0012
H -8.7318 5.6676 18.0344
H -10.6184 2.3857 18.4284
H -12.6806 2.4791 19.8097
H -14.4442 4.1706 19.2373
H -14.0829 5.6129 17.2546
C -11.4282 5.7008 8.8443
C -10.6917 6.0455 10.1337
C -11.5233 6.8954 11.0297
N -11.7318 6.6390 12.2518
N -12.5831 7.5112 12.8860
C -13.0285 8.4205 12.0990
N -13.9099 9.3788 12.4975
S -12.3929 8.3168 10.4779
H -10.8033 5.0627 8.2201
H -11.6711 6.5941 8.2593
H -12.3603 5.1813 9.0573
H -9.7610 6.5611 9.9037
H -10.4494 5.1628 10.7164
H -14.5391 9.0610 13.2390
H -14.3079 9.9688 11.7866
S -10.9675 3.4174 13.6223
S -15.1503 5.1486 13.9774
C -15.1499 6.7673 14.2138
N -15.1956 7.9176 14.3856
```

no.,molar mass (g/mol),energy (eV)
1,77.0,-13821.6248
2,124.2,-19167.1862
3,740.7,-109662.1312